w.
DFT (the ωB97M-V functional and the def2-TZVPD basis) results for a cluster of 2 separate species, C2H7S2 in total.

Charge ... -1
Orbital gap ... 6.78 eV
HOMO level ... -2.968 eV
LUMO level ... 3.81 eV

```
11
C2H7S2 (the ωB97M-V functional and the def2-TZVPD basis)
C 1.5115 -0.0551 1.4596
C 0.0062 -0.3222 1.4700
S -0.9520 0.9642 0.6055
H 1.6947 0.9645 1.8044
H 1.9180 -0.1312 0.4491
H 2.0502 -0.7478 2.1182
H -0.3419 -0.3267 2.5062
H -0.1932 -1.3101 1.0448
S 0.1226 -0.6947 -2.1332
H -0.3784 0.1449 -0.9965
H -0.5615 0.0191 -3.0363
```

Atom-resolved charges from Mulliken, all expressed in e:
1. C -0.794
2. C -0.643
3. S -0.575
4. H 0.258
5. H 0.197
6. H 0.296
7. H 0.262
8. H 0.306
9. S -0.478
10. H 0.108
11. H 0.064

x.
DFT (the ωB97M-V functional and the def2-TZVPD basis) results for a cluster of 2 separate species, C2H7S2 in total.

Charge ... -1
Orbital gap ... 6.07 eV
HOMO level ... -2.717 eV
LUMO level ... 3.35 eV

```
11
C2H7S2 (the ωB97M-V functional and the def2-TZVPD basis)
S 1.6500 0.2750 2.7514
H 0.6020 -0.5592 2.7176
C 0.4192 -0.7277 -0.5610
C -0.8708 0.0258 -0.7731
S -0.6163 1.7965 -1.0565
H 1.0578 -0.3583 -1.4277
H 0.9358 -0.5837 0.3944
H 0.2312 -1.8058 -0.8668
H -1.4650 0.0941 0.1582
H -1.6214 -0.4051 -1.5557
H -0.3223 2.2483 0.2191
```

Atom-resolved charges from Mulliken, all expressed in e:
1. S -0.856
2. H -0.053
3. C -0.587
4. C -0.408
5. S -0.297
6. H 0.222
7. H 0.078
8. H 0.225
9. H 0.245
10. H 0.281
11. H 0.151

The most stable of them is w.

w.
DFT (the ωB97M-V functional and the def2-TZVPD basis) results for a cluster of 2 separate species, C2H7S2 in total.

Charge ... -1
Orbital gap ... 6.73 eV
HOMO level ... -2.981 eV
LUMO level ... 3.74 eV

```
11
C2H7S2 (the ωB97M-V functional and the def2-TZVPD basis)
S -0.9607 0.9342 3.0464
H -0.0616 1.7455 3.6645
C -0.0043 -0.1240 -1.8119
C -0.0393 -0.7310 -0.4202
S 1.3855 -0.0954 0.6236
H -1.0799 -0.0624 -2.1857
H 0.5015 -0.7877 -2.5129
H 0.4329 0.9020 -1.7031
H -1.0405 -0.6089 0.0519
H 0.1210 -1.8229 -0.4813
H 0.7453 0.6506 1.7289
```

Atom-resolved charges from Mulliken, all expressed in e:
1. S -0.782
2. H -0.018
3. C -0.869
4. C -0.359
5. S -0.323
6. H 0.244
7. H 0.235
8. H 0.290
9. H 0.277
10. H 0.225
11. H 0.079

x.
DFT (the ωB97M-V functional and the def2-TZVPD basis) results for a structure of composition C2H7S2.

Charge ... -1
Orbital gap ... 7.02 eV
HOMO level ... -3.262 eV
LUMO level ... 3.76 eV

```
11
C2H7S2 (the ωB97M-V functional and the def2-TZVPD basis)
C 1.9476 -1.2574 -0.7680
S 1.0878 0.1031 -1.6955
H 2.8734 -1.4022 -1.3092
H 1.2288 -2.0776 -0.6100
H 2.3400 -1.0912 0.2519
H -0.0442 0.1846 -0.3693
C -1.8772 0.2544 2.3595
S -1.1708 0.5497 0.7247
H -2.9753 0.2250 2.3483
H -1.4820 0.8237 3.2105
H -1.4620 -0.7406 2.5737
```

Atom-resolved charges from Mulliken, all expressed in e:
1. C -0.856
2. S -0.437
3. H 0.272
4. H 0.249
5. H 0.280
6. H -0.049
7. C -0.720
8. S -0.372
9. H 0.206
10. H 0.242
11. H 0.186

The most stable of them is w.

w.
DFT (the ωB97M-V functional and the def2-TZVPD basis) results for a structure of composition C5H7NO.

Orbital gap (alpha / beta) ... 8.94 / 8.94 eV
HOMO level (alpha / beta) ... -8.866 / -8.866 eV
LUMO level (alpha / beta) ... 0.07 / 0.07 eV

```
14
C5H7NO (the ωB97M-V functional and the def2-TZVPD basis)
O 0.7126 1.7066 -0.3335
C 0.9845 0.5876 -0.7226
C 1.5981 -0.4920 0.1441
N 0.1996 -1.0090 0.0358
C -0.8146 -0.3241 0.8344
C -1.3612 0.7908 -0.0575
C -0.0350 -0.3181 -1.2918
H 2.2872 -1.2179 -0.2913
H 1.9265 -0.1272 1.1201
H -0.4018 0.0159 1.7916
H -1.6340 -1.0160 1.0296
H -1.3968 1.7816 0.4512
H -2.2401 0.6481 -0.6502
H 0.2576 -1.0166 -2.1218
```

Atom-resolved charges from Mulliken, all expressed in e:
1. O -0.549
2. C 0.597
3. C -0.430
4. N -0.316
5. C -0.283
6. C -0.485
7. C -0.462
8. H 0.253
9. H 0.267
10. H 0.318
11. H 0.280
12. H 0.238
13. H 0.295
14. H 0.275

x.
DFT (the ωB97M-V functional and the def2-TZVPD basis) results for the molecule C5H7NO.

SMILES string ... C[C@H]1C=CNC1=O
Orbital gap ... 9.59 eV
HOMO level ... -8.661 eV
LUMO level ... 0.93 eV

```
14
C5H7NO (the ωB97M-V functional and the def2-TZVPD basis)
C -1.8306 0.1621 0.2294
C -0.4485 0.1826 -0.4196
C 0.5552 1.1182 0.2019
C 1.7115 0.4707 0.3550
N 1.6055 -0.8594 -0.0831
C 0.3040 -1.1583 -0.4398
O -0.1180 -2.2540 -0.7399
H -2.3727 1.0763 -0.0372
H -1.7564 0.1221 1.3214
H -2.4096 -0.6981 -0.1195
H -0.5699 0.4299 -1.4863
H 0.3510 2.1419 0.4857
H 2.6523 0.8268 0.7545
H 2.3262 -1.5608 -0.0225
```

Atom-resolved charges from Mulliken, all expressed in e:
1. C -1.361
2. C 0.862
3. C -0.698
4. C -0.378
5. N -0.029
6. C -0.030
7. O -0.619
8. H 0.338
9. H 0.358
10. H 0.329
11. H 0.229
12. H 0.368
13. H 0.408
14. H 0.222

y.
DFT (the ωB97M-V functional and the def2-TZVPD basis) results for the molecule C5H7NO.

SMILES string ... C#CCCNC=O
Orbital gap ... 10.77 eV
HOMO level ... -9.866 eV
LUMO level ... 0.90 eV

```
14
C5H7NO (the ωB97M-V functional and the def2-TZVPD basis)
C 1.8261 1.2280 -0.9799
C 1.3889 0.1447 -0.6861
C 0.7708 -1.1335 -0.3285
C -0.3854 -0.9833 0.7106
N -0.8181 0.3776 0.9411
C -1.5698 1.0139 -0.0035
O -2.1161 0.4578 -0.9336
H 2.2059 2.1832 -1.2681
H 1.5331 -1.8131 0.0699
H 0.3835 -1.5926 -1.2438
H -1.2558 -1.5379 0.3552
H -0.0827 -1.4073 1.6712
H -0.2231 0.9619 1.5108
H -1.6571 2.1006 0.1844
```

Atom-resolved charges from Mulliken, all expressed in e:
1. C 0.141
2. C -0.505
3. C -0.522
4. C -0.622
5. N -0.230
6. C 0.029
7. O -0.548
8. H 0.385
9. H 0.325
10. H 0.264
11. H 0.266
12. H 0.355
13. H 0.307
14. H 0.357

z.
DFT (the ωB97M-V functional and the def2-TZVPD basis) results for the molecule C5H7NO.

Orbital gap ... 9.32 eV
HOMO level ... -8.525 eV
LUMO level ... 0.80 eV

```
14
C5H7NO (the ωB97M-V functional and the def2-TZVPD basis)
O 2.3639 0.5955 -1.2675
C 1.5283 -0.0025 -0.4513
C 0.5979 0.9755 0.1261
C -0.8767 0.7785 -0.0720
C -1.2851 -0.6694 -0.2784
C -0.4903 -0.9445 1.0143
N -0.2746 0.5295 1.2461
H 2.9445 -0.1037 -1.6023
H 0.4570 -1.4599 0.8520
H 0.9000 2.0200 0.2216
H -1.4992 1.6482 -0.2773
H -0.9657 -1.1501 -1.2064
H -2.3595 -0.8121 -0.1393
H -1.0405 -1.4049 1.8344
```

Atom-resolved charges from Mulliken, all expressed in e:
1. O -0.333
2. C -0.986
3. C 0.754
4. C -0.251
5. C -0.608
6. C -0.325
7. N -0.601
8. H 0.447
9. H 0.296
10. H 0.433
11. H 0.348
12. H 0.237
13. H 0.283
14. H 0.306

The most stable of them is x.

w.
DFT (the ωB97M-V functional and the def2-TZVPD basis) results for the molecule C3H5NO3.

Orbital gap ... 10.29 eV
HOMO level ... -9.498 eV
LUMO level ... 0.79 eV

```
12
C3H5NO3 (the ωB97M-V functional and the def2-TZVPD basis)
C 0.8524 -0.3858 0.2421
N -1.6566 -0.6172 -0.1325
C 0.2421 1.1626 -0.3396
C -0.5770 0.0911 0.4654
O 1.4523 0.7884 0.5918
O 1.4280 -1.5580 0.3679
O 0.6170 0.3273 -1.3510
H 2.3798 -1.4598 0.2072
H -1.5162 -0.7129 -1.1321
H -2.5515 -0.1863 0.0576
H 0.0969 2.2301 -0.4911
H -0.7671 0.3207 1.5143
```

Atom-resolved charges from Mulliken, all expressed in e:
1. C 0.496
2. N -0.607
3. C -0.181
4. C 0.138
5. O -0.465
6. O -0.491
7. O -0.602
8. H 0.382
9. H 0.236
10. H 0.232
11. H 0.448
12. H 0.414

x.
DFT (the ωB97M-V functional and the def2-TZVPD basis) results for the molecule C3H5NO3.

SMILES string ... C=C(C)O[N+](=O)[O-]
Orbital gap ... 10.36 eV
HOMO level ... -9.973 eV
LUMO level ... 0.38 eV

```
12
C3H5NO3 (the ωB97M-V functional and the def2-TZVPD basis)
C 1.0139 -1.0253 -0.1244
C 0.1746 -0.1481 0.2920
C -0.0063 0.3283 1.6932
O -0.7897 0.4219 -0.4924
N -0.8853 0.7148 -1.9123
O -1.9671 1.0585 -2.2053
O 0.0199 0.6281 -2.6748
H 0.8643 -1.2860 -1.1231
H 1.6711 -1.7559 0.4462
H -1.0110 -0.0815 1.9821
H 0.7316 -0.1727 2.3680
H 0.1839 1.3178 1.7511
```

Atom-resolved charges from Mulliken, all expressed in e:
1. C -0.781
2. C 0.725
3. C -1.143
4. O -0.281
5. N 0.947
6. O -0.503
7. O -0.482
8. H 0.321
9. H 0.250
10. H 0.289
11. H 0.303
12. H 0.354

The most stable of them is w.

w.
DFT (the ωB97M-V functional and the def2-TZVPD basis) results for the molecule C3H5NO3.

SMILES string ... O=CCC(=O)NO
Orbital gap ... 9.83 eV
HOMO level ... -9.806 eV
LUMO level ... 0.03 eV

```
12
C3H5NO3 (the ωB97M-V functional and the def2-TZVPD basis)
O -1.2596 1.3745 1.1813
C -1.4359 0.1696 1.1816
C -0.6983 -0.7618 0.1397
C 0.4971 -0.3715 -0.8140
O 1.1198 -0.9185 -1.7083
N 1.0103 0.5431 -0.1635
O 2.1448 1.2007 -0.6858
H -2.4872 -0.2109 1.5434
H -1.3696 -1.2927 -0.4881
H -0.4531 -1.6087 0.8806
H 0.3682 1.3187 0.2558
H 2.5634 0.5573 -1.3228
```

Atom-resolved charges from Mulliken, all expressed in e:
1. O -0.516
2. C 0.156
3. C -0.716
4. C 0.578
5. O -0.711
6. N -0.010
7. O -0.456
8. H 0.303
9. H 0.441
10. H 0.266
11. H 0.315
12. H 0.349

x.
DFT (the ωB97M-V functional and the def2-TZVPD basis) results for a structure of composition C3H5NO3.

Orbital gap ... 9.66 eV
HOMO level ... -9.545 eV
LUMO level ... 0.12 eV

```
12
C3H5NO3 (the ωB97M-V functional and the def2-TZVPD basis)
C 1.6146 -0.5988 -0.4757
C -0.1614 0.7272 0.4153
C -2.2562 -0.8542 0.0407
O -1.4587 0.6765 0.7090
O 0.2862 -0.5156 0.0471
N 0.5941 1.7376 0.3446
O -2.4855 -1.0416 -1.0606
H 0.1182 2.5741 0.6657
H -2.0769 -0.8150 1.1333
H 1.7139 0.0063 -1.3779
H 2.3344 -0.2457 0.2639
H 1.7769 -1.6507 -0.7054
```

Atom-resolved charges from Mulliken, all expressed in e:
1. C -0.634
2. C 0.809
3. C 0.388
4. O -0.665
5. O -0.372
6. N -0.721
7. O -0.257
8. H 0.233
9. H 0.408
10. H 0.300
11. H 0.283
12. H 0.230

The most stable of them is x.

w.
DFT (the ωB97M-V functional and the def2-TZVPD basis) results for the molecule C3H5NO3.

SMILES string ... NC(=O)COC=O
Orbital gap ... 10.86 eV
HOMO level ... -10.169 eV
LUMO level ... 0.69 eV

```
12
C3H5NO3 (the ωB97M-V functional and the def2-TZVPD basis)
N -1.1548 0.6669 -0.0896
C 0.1407 0.9878 0.3806
O 0.6434 2.0777 0.3193
C 0.8213 -0.2716 0.9512
O 0.2448 -1.3630 0.2341
C 0.0894 -0.9865 -1.0655
O 0.7812 -0.1703 -1.6202
H -1.5337 1.1810 -0.8669
H -1.7960 0.0963 0.4373
H 1.9137 -0.2705 0.8581
H 0.5525 -0.3788 2.0048
H -0.7025 -1.5689 -1.5430
```

Atom-resolved charges from Mulliken, all expressed in e:
1. N -0.435
2. C 0.459
3. O -0.540
4. C -0.296
5. O -0.349
6. C 0.244
7. O -0.482
8. H 0.226
9. H 0.260
10. H 0.281
11. H 0.276
12. H 0.355

x.
DFT (the ωB97M-V functional and the def2-TZVPD basis) results for the molecule C3H5NO3.

SMILES string ... CO/C(C=O)=N/O
Orbital gap ... 8.88 eV
HOMO level ... -9.686 eV
LUMO level ... -0.81 eV

```
12
C3H5NO3 (the ωB97M-V functional and the def2-TZVPD basis)
C -1.1875 -1.2816 -1.1036
O -0.6808 0.1128 -0.5964
C 0.2253 0.1998 0.2798
C 0.2647 1.6888 0.5991
O 1.3074 2.3777 1.0100
N 1.0381 -0.6318 0.5474
O 1.8380 -0.3132 1.5793
H -1.5693 -2.1156 -0.2130
H -0.5548 -2.0054 -1.6184
H -2.1551 -0.9763 -1.7429
H -0.4389 2.3198 -0.0399
H 1.9129 0.6249 1.2986
```

Atom-resolved charges from Mulliken, all expressed in e:
1. C -0.614
2. O -0.328
3. C 0.617
4. C 0.074
5. O -0.524
6. N -0.365
7. O -0.329
8. H 0.254
9. H 0.310
10. H 0.243
11. H 0.301
12. H 0.362

y.
DFT (the ωB97M-V functional and the def2-TZVPD basis) results for the molecule C3H5NO3.

SMILES string ... CC(O)(O)N=C=O
Orbital gap ... 11.04 eV
HOMO level ... -10.607 eV
LUMO level ... 0.43 eV

```
12
C3H5NO3 (the ωB97M-V functional and the def2-TZVPD basis)
C -0.5610 -1.2475 -0.0082
C -0.3655 0.2658 0.1001
O -1.0912 0.8620 -0.9224
O -0.7726 0.6842 1.3588
N 1.0222 0.6568 -0.0588
C 2.0864 0.1845 -0.3157
O 3.1846 -0.0958 -0.5504
H 0.1949 -1.6643 -0.6633
H -1.5399 -1.4286 -0.4262
H -0.4951 -1.6873 0.9786
H -0.9563 1.8220 -0.9192
H -0.7064 1.6482 1.4268
```

Atom-resolved charges from Mulliken, all expressed in e:
1. C -1.361
2. C 1.102
3. O -0.536
4. O -0.531
5. N -0.412
6. C 0.484
7. O -0.441
8. H 0.359
9. H 0.346
10. H 0.335
11. H 0.334
12. H 0.322

The most stable of them is y.